1.
The following is a DFT calculation (ωB97M-V/def2-TZVPD) of a 11-piece molecular cluster, C21H56F8N11O23S8 overall in a non-equilibrium geometry.

LUMO energy in eV: -7.225
HOMO energy in eV: -15.3
Frontier orbital gap in eV: 8.078

Structure (ORCA input):
```
! RIJCOSX wB97M-V def2-TZVPD def2/J DEFGRID3
* xyz 3 1
C 2.34798 5.28159 -1.36593
C 1.16786 4.36663 -1.31876
O 0.29282 4.38478 -0.52160
N 1.19389 3.16851 -2.29268
H 2.16990 2.96358 -2.56042
H 0.95434 2.38322 -1.63960
C 0.23071 3.30128 -3.47397
H 3.04676 4.90710 -0.61671
H 1.89057 6.23899 -1.10884
H 2.81035 5.45869 -2.33657
H 0.75427 3.72627 -4.32614
H -0.50826 4.03149 -3.15137
H -0.22463 2.33920 -3.66896
C -4.10897 1.11211 0.57885
C -5.48336 1.62500 0.24439
O -6.38319 0.94626 -0.08689
N -5.67948 3.13707 0.39208
H -5.07788 3.56029 1.09826
H -5.42841 3.59581 -0.48756
C -7.10947 3.48895 0.79302
H -3.40175 1.93041 0.71967
H -3.65769 0.53744 -0.23029
H -4.11757 0.52653 1.49625
H -7.13999 3.21019 1.84269
H -7.79283 2.89387 0.19324
H -7.37370 4.53228 0.64147
C -1.70042 -3.46123 0.56132
C -1.92915 -4.75696 1.22493
O -1.36184 -5.17124 2.18344
N -2.98898 -5.65655 0.61111
H -3.23859 -5.38704 -0.34552
H -2.55427 -6.57902 0.55300
C -4.28166 -5.70229 1.43539
H -1.15854 -2.86713 1.29854
H -2.58508 -2.88205 0.29491
H -1.04655 -3.58986 -0.30126
H -4.81510 -6.61509 1.18316
H -4.84144 -4.78717 1.28052
H -3.95426 -5.84547 2.46366
C 3.23753 -2.03227 -0.88951
C 4.26495 -0.94556 -0.98540
O 5.43001 -1.03666 -1.12591
N 3.70186 0.45098 -0.78418
H 3.91434 1.08676 -1.59213
H 2.65928 0.43406 -0.90928
C 4.24377 1.03125 0.52289
H 2.44242 -1.71324 -0.21123
H 3.61208 -3.01202 -0.60358
H 2.74294 -2.18888 -1.85314
H 3.59735 1.87885 0.74109
H 5.27242 1.30118 0.30835
H 4.10389 0.23983 1.25376
C -0.73535 -4.16841 -3.02782
C -0.16158 -3.34898 -4.13804
O 0.93965 -2.93903 -4.21624
N -1.20188 -3.05039 -5.19922
H -1.17720 -3.91291 -5.75004
H -2.13754 -2.93835 -4.76663
C -0.83655 -1.84979 -6.04410
H -1.25106 -5.07032 -3.36032
H -1.41664 -3.57128 -2.41709
H 0.09487 -4.45977 -2.38496
H -1.48316 -1.70203 -6.90685
H 0.17590 -1.86031 -6.43853
H -0.96640 -0.99804 -5.38024
C -0.91165 4.30204 2.52380
C -1.32315 3.12391 3.31760
O -2.17824 2.34913 3.01598
N -0.46778 2.87414 4.55239
H 0.44333 3.37608 4.50704
H -0.93308 3.26723 5.37431
C -0.22101 1.40837 4.83140
H -0.89756 5.26585 3.04154
H -1.46471 4.47078 1.60290
H 0.13168 4.16382 2.21856
H -1.15333 0.88356 5.00873
H 0.44644 1.44144 5.69107
H 0.32525 0.92844 4.02289
C 2.06429 -2.19155 3.59711
C 2.69828 -3.15786 4.51064
O 3.06991 -2.87133 5.59000
N 3.03232 -4.56419 3.94725
H 2.41599 -4.76745 3.16091
H 3.97744 -4.68432 3.57402
C 2.76045 -5.65372 4.97374
H 2.06630 -1.21640 4.08356
H 1.01192 -2.42324 3.42338
H 2.64612 -1.96480 2.70160
H 3.02651 -5.32596 5.97528
H 3.28910 -6.57891 4.76278
H 1.68166 -5.75935 4.87866
N 3.99909 2.16785 -2.93260
S 4.30774 1.26595 -4.33385
O 5.09237 0.08817 -4.15332
O 4.49109 2.06564 -5.47913
F 2.83568 0.70315 -4.51941
S 5.29654 2.97293 -2.97892
O 5.23367 4.23086 -3.70885
O 6.49422 2.19369 -2.83587
F 5.21095 3.52314 -1.45080
N -3.76614 -2.95390 -3.90317
S -4.63913 -4.14158 -3.09487
O -6.03924 -4.06799 -3.25686
O -4.07531 -4.62397 -1.82527
F -4.26389 -5.32698 -4.05492
S -3.94037 -1.81886 -2.83206
O -3.12946 -1.81863 -1.63871
O -5.26854 -1.27888 -2.73595
F -3.14301 -0.73635 -3.73848
N 1.98902 4.07511 4.37520
S 2.36837 5.70881 4.35848
O 1.34499 6.52373 3.74082
O 3.73057 6.14166 4.24992
F 1.97119 5.96882 5.88839
S 2.85851 3.79346 3.10330
O 4.28753 3.64822 3.22752
O 2.31927 4.23977 1.84451
F 2.47674 2.18746 3.10821
N 0.96531 0.70544 -0.83958
S -0.11039 -0.11215 -1.60557
O -1.13870 0.72213 -2.14717
O -0.31868 -1.48120 -1.21812
F 0.81259 -0.31443 -2.91402
S 0.16524 0.61292 0.66641
O 0.72000 -0.26320 1.65834
O -1.28015 0.72140 0.73748
F 0.62350 2.01103 1.25320
*
```

2.
The following is a DFT calculation (ωB97M-V/def2-TZVPD) of C18H39IN3O6S as an isolated structure in a non-equilibrium geometry.

LUMO energy in eV: -4.853
HOMO energy in eV: -10.8
Frontier orbital gap in eV: 5.943

Structure (ORCA input):
```
! RIJCOSX wB97M-V def2-TZVPD def2/J DEFGRID3
* xyz 1 1
C -4.88280 -5.01606 2.91575
C -4.47053 -4.88620 1.79459
C -3.79886 -4.63580 0.52729
C -2.62394 -3.64110 0.74617
C -2.81636 -2.38049 -0.10488
N -1.54744 -1.69177 -0.44650
C -0.80878 -1.06145 0.41737
N -1.24915 -1.01559 1.72791
N 0.39797 -0.37402 0.15017
S 1.32648 -0.41655 1.68563
I 1.59820 -1.35229 -1.22164
H -5.26667 -5.19645 3.88105
H -3.43635 -5.57814 0.13444
H -4.52240 -4.18611 -0.14490
H -2.68546 -3.36109 1.78980
H -1.65727 -4.10116 0.56290
H -3.35720 -2.55115 -1.02726
H -3.40438 -1.66404 0.46114
H -1.29510 -1.71457 -1.42773
H -1.13594 -1.90238 2.19762
H -2.19796 -0.66546 1.78596
H 2.12487 -1.49849 1.52656
C -4.96737 -0.27695 -3.31886
O -4.78461 0.67076 -2.28800
C -3.51337 1.29519 -2.29711
C -3.61618 2.78295 -2.01822
O -4.20409 3.54587 -3.05331
C -5.60100 3.40998 -3.29932
C -6.50350 3.93635 -2.20288
O -6.48253 3.09694 -1.05707
C -6.50230 3.80637 0.16495
H -4.47848 -1.22756 -3.06557
H -6.03665 -0.45295 -3.42409
H -4.58823 0.09032 -4.27667
H -3.00691 1.14251 -3.25675
H -2.90929 0.81226 -1.51056
H -2.59301 3.16131 -1.93495
H -4.09602 2.98383 -1.05951
H -5.85430 2.38346 -3.56393
H -5.78790 4.01418 -4.18930
H -7.53304 3.96677 -2.57859
H -6.19594 4.95523 -1.94607
H -5.79391 4.64153 0.15458
H -6.20541 3.11688 0.95472
H -7.50794 4.18102 0.37865
C 4.55701 1.58235 1.19166
O 5.36066 0.42481 1.29873
C 5.63308 -0.19727 0.05433
C 7.07538 -0.65591 -0.04195
O 8.03104 0.38502 -0.13947
C 8.27808 1.19873 1.00227
C 8.95051 0.49578 2.16356
O 8.06449 -0.39757 2.82144
C 8.67468 -1.60548 3.22682
H 3.50551 1.30328 1.07841
H 4.67009 2.15686 2.11055
H 4.86973 2.21675 0.35661
H 5.41745 0.48188 -0.77798
H 4.97443 -1.07528 -0.03333
H 7.16904 -1.21195 -0.97918
H 7.33346 -1.35367 0.75522
H 7.37120 1.71323 1.32068
H 8.96571 1.97121 0.65117
H 9.27129 1.24893 2.89341
H 9.83618 -0.03267 1.79577
H 9.29505 -2.02792 2.42928
H 7.88259 -2.31747 3.45603
H 9.28439 -1.44953 4.12239
*
```

3.
The following is a DFT calculation (ωB97M-V/def2-TZVPD) of C24H29B2CoN5O3S2 as an isolated structure.

LUMO energy (alpha / beta) in eV: 2.311 / 2.311
HOMO energy (alpha / beta) in eV: -3.2 / -3.2
Frontier orbital gap (alpha / beta) in eV: 5.507 / 5.508
ΔE to the lowest compared entry with this formula, charge and spin in kJ/mol: 0.0

Structure (ORCA input):
```
! RIJCOSX wB97M-V def2-TZVPD def2/J DEFGRID3
* xyz -1 1
Co -1.14560 1.55546 -0.36963
O -3.01215 1.49495 0.60984
N -2.92017 0.84832 1.74823
C -2.64427 -0.46894 1.74704
C -2.48219 -1.15637 2.92966
C -2.59904 -0.47838 4.13295
C -2.88277 0.87613 4.11064
C -3.03665 1.52213 2.90350
H -2.52838 -0.89682 0.76286
H -2.21973 -2.20605 2.88692
H -2.43786 -0.99230 5.07046
H -2.94288 1.45517 5.02042
H -3.20904 2.57978 2.78476
C 0.95015 -2.43308 -1.37227
C -0.14263 -1.97118 -0.41598
N 0.37890 -1.52078 0.85473
C 0.44966 -2.24220 1.98149
S -0.02440 -3.87135 2.06271
N 0.89885 -1.56969 3.05694
C 1.02670 -2.11849 4.39086
C 2.36668 -2.80638 4.61483
H 0.51333 -2.75861 -2.32003
H 1.49382 -3.27456 -0.94016
H 1.65533 -1.62475 -1.57233
H -0.85336 -2.77975 -0.25359
H -0.67642 -1.10993 -0.83434
H 0.61542 -0.53405 0.88763
H 1.11392 -0.58412 2.96259
H 0.21448 -2.82876 4.55060
H 0.90331 -1.28206 5.08055
H 2.47829 -3.63547 3.91603
H 2.43231 -3.19829 5.63244
H 3.18760 -2.10405 4.46245
B 0.87562 1.73875 3.80063
C 0.20292 1.67210 2.36194
N -0.28333 1.62364 1.31467
H 1.93621 1.13764 3.74562
H 0.12352 1.20206 4.59522
H 1.06194 2.90179 4.08472
O 1.79239 1.02410 -0.73191
B 0.55662 1.57930 -1.24721
O 0.90362 2.09620 -2.55635
C 2.21059 1.82579 -2.78441
C 2.97097 2.09586 -3.90074
C 4.30986 1.69258 -3.87888
C 4.84701 1.04519 -2.77493
C 4.06807 0.77502 -1.64528
C 2.75147 1.17710 -1.67622
H 2.54066 2.59862 -4.75723
H 4.93704 1.88785 -4.74002
H 5.88690 0.74316 -2.78700
H 4.47412 0.27129 -0.77786
S -3.97727 2.59228 -3.56033
C -3.13531 2.46644 -2.05523
N -2.15935 1.61679 -2.00970
C -2.01858 0.96631 -3.23790
C -1.08928 -0.03037 -3.53774
C -1.08578 -0.57713 -4.80186
C -1.99475 -0.14907 -5.77884
C -2.92409 0.82902 -5.49604
C -2.92857 1.37871 -4.21497
H -3.42384 3.05498 -1.19803
H -0.38637 -0.34367 -2.78050
H -0.36318 -1.34527 -5.04552
H -1.96890 -0.59235 -6.76617
H -3.63217 1.15974 -6.24471
*
```

4.
The following is a DFT calculation (ωB97M-V/def2-TZVPD) of a 4-piece molecular cluster, C4H16NO3 overall in a non-equilibrium geometry.

LUMO energy in eV: -2.732
HOMO energy in eV: -14.8
Frontier orbital gap in eV: 12.083
ΔE to the lowest compared entry with this formula, charge and spin in kJ/mol: 119.6

Structure (ORCA input):
```
! RIJCOSX wB97M-V def2-TZVPD def2/J DEFGRID3
* xyz 1 1
C -0.38557 -1.08862 -0.16716
N 0.20200 0.30412 0.09169
C 0.58348 0.44160 1.57643
C 0.61136 -1.01477 2.10045
C 0.21995 -1.92381 0.89241
H -1.48369 -1.16938 -0.06988
H -0.14933 -1.36131 -1.21086
H -0.56970 1.00799 -0.20851
H 1.00485 0.46816 -0.57888
H -0.20720 1.10432 1.94034
H 1.52022 1.03259 1.60158
H 1.57915 -1.24766 2.54912
H -0.12945 -1.05033 2.94877
H -0.45019 -2.58100 1.40078
H 1.04625 -2.54608 0.41354
H 2.83638 0.81329 -2.51339
H 3.38568 -0.09590 -1.40530
O 2.56210 0.18347 -1.67168
H -3.34517 0.35396 -2.02656
H -3.57757 -0.89905 -1.29253
O -2.77687 -0.25000 -1.50800
H -1.02299 2.97697 -1.69191
H -0.74513 3.65392 -0.32455
O -0.70858 2.88753 -0.84591
*
```

Please write out number 2 again, unchanged.
The following is a DFT calculation (ωB97M-V/def2-TZVPD) of C18H39IN3O6S as an isolated structure in a non-equilibrium geometry.

LUMO energy in eV: -4.853
HOMO energy in eV: -10.8
Frontier orbital gap in eV: 5.943

Structure (ORCA input):
```
! RIJCOSX wB97M-V def2-TZVPD def2/J DEFGRID3
* xyz 1 1
C -4.88280 -5.01606 2.91575
C -4.47053 -4.88620 1.79459
C -3.79886 -4.63580 0.52729
C -2.62394 -3.64110 0.74617
C -2.81636 -2.38049 -0.10488
N -1.54744 -1.69177 -0.44650
C -0.80878 -1.06145 0.41737
N -1.24915 -1.01559 1.72791
N 0.39797 -0.37402 0.15017
S 1.32648 -0.41655 1.68563
I 1.59820 -1.35229 -1.22164
H -5.26667 -5.19645 3.88105
H -3.43635 -5.57814 0.13444
H -4.52240 -4.18611 -0.14490
H -2.68546 -3.36109 1.78980
H -1.65727 -4.10116 0.56290
H -3.35720 -2.55115 -1.02726
H -3.40438 -1.66404 0.46114
H -1.29510 -1.71457 -1.42773
H -1.13594 -1.90238 2.19762
H -2.19796 -0.66546 1.78596
H 2.12487 -1.49849 1.52656
C -4.96737 -0.27695 -3.31886
O -4.78461 0.67076 -2.28800
C -3.51337 1.29519 -2.29711
C -3.61618 2.78295 -2.01822
O -4.20409 3.54587 -3.05331
C -5.60100 3.40998 -3.29932
C -6.50350 3.93635 -2.20288
O -6.48253 3.09694 -1.05707
C -6.50230 3.80637 0.16495
H -4.47848 -1.22756 -3.06557
H -6.03665 -0.45295 -3.42409
H -4.58823 0.09032 -4.27667
H -3.00691 1.14251 -3.25675
H -2.90929 0.81226 -1.51056
H -2.59301 3.16131 -1.93495
H -4.09602 2.98383 -1.05951
H -5.85430 2.38346 -3.56393
H -5.78790 4.01418 -4.18930
H -7.53304 3.96677 -2.57859
H -6.19594 4.95523 -1.94607
H -5.79391 4.64153 0.15458
H -6.20541 3.11688 0.95472
H -7.50794 4.18102 0.37865
C 4.55701 1.58235 1.19166
O 5.36066 0.42481 1.29873
C 5.63308 -0.19727 0.05433
C 7.07538 -0.65591 -0.04195
O 8.03104 0.38502 -0.13947
C 8.27808 1.19873 1.00227
C 8.95051 0.49578 2.16356
O 8.06449 -0.39757 2.82144
C 8.67468 -1.60548 3.22682
H 3.50551 1.30328 1.07841
H 4.67009 2.15686 2.11055
H 4.86973 2.21675 0.35661
H 5.41745 0.48188 -0.77798
H 4.97443 -1.07528 -0.03333
H 7.16904 -1.21195 -0.97918
H 7.33346 -1.35367 0.75522
H 7.37120 1.71323 1.32068
H 8.96571 1.97121 0.65117
H 9.27129 1.24893 2.89341
H 9.83618 -0.03267 1.79577
H 9.29505 -2.02792 2.42928
H 7.88259 -2.31747 3.45603
H 9.28439 -1.44953 4.12239
*
```